{
  "formula": "C45H45AlNO12P2",
  "method": "ωB97M-V/def2-TZVPD",
  "symbols": ["C", "C", "C", "C", "C", "Al", "P", "N", "P", "C", "C", "C", "C", "H", "H", "H", "H", "H", "H", "H", "H", "H", "H", "H", "H", "H", "H", "H", "H", "H", "H", "H", "H", "H", "C", "C", "C", "O", "C", "C", "C", "O", "H", "H", "H", "H", "C", "C", "C", "O", "C", "C", "C", "O", "H", "H", "H", "H", "C", "C", "C", "O", "C", "C", "C", "O", "H", "H", "H", "H", "C", "C", "C", "O", "C", "C", "C", "O", "H", "H", "H", "H", "C", "C", "C", "O", "C", "C", "C", "O", "H", "H", "H", "H", "C", "C", "C", "O", "C", "C", "C", "O", "H", "H", "H", "H"],
  "coordinates": [[3.204, -5.532, 4.303], [3.520, -4.445, 3.432], [3.754, -3.111, 2.450], [2.533, -2.062, 2.852], [2.879, -0.503, 2.486], [1.258, 0.512, 1.726], [1.874, 2.751, 1.249], [3.455, 3.008, 1.555], [-0.447, 0.582, 3.331], [-1.311, -1.124, 3.520], [-2.280, -1.535, 2.260], [0.337, 0.899, 5.085], [1.497, 2.078, 5.056], [2.532, -6.184, 5.044], [3.612, -3.517, 1.337], [4.822, -2.652, 2.615], [1.525, -2.463, 2.394], [2.412, -2.143, 4.029], [3.169, 0.031, 3.498], [3.776, -0.466, 1.718], [0.840, -0.214, 0.383], [1.601, 3.071, -0.155], [1.025, 3.634, 2.037], [3.797, 2.065, 1.890], [-2.019, -1.021, 4.473], [-0.499, -1.919, 3.797], [-1.639, -1.705, 1.293], [-3.184, -0.801, 2.105], [-2.750, -2.597, 2.529], [0.762, -0.158, 5.441], [-0.578, 1.226, 5.773], [2.197, 1.922, 5.997], [2.178, 1.963, 4.099], [0.932, 3.108, 5.071], [-0.698, -6.627, 0.408], [-0.109, -5.572, 0.977], [0.250, -4.377, 0.188], [0.791, -3.411, 0.708], [-0.070, -4.393, -1.253], [-0.659, -5.448, -1.822], [-1.018, -6.644, -1.033], [-1.559, -7.609, -1.553], [-0.967, -7.512, 0.972], [0.132, -5.544, 2.033], [0.199, -3.508, -1.817], [-0.900, -5.476, -2.878], [-5.469, 2.489, 6.787], [-5.196, 1.272, 6.307], [-3.990, 1.022, 5.492], [-3.740, -0.091, 5.051], [-3.099, 2.169, 5.229], [-3.372, 3.387, 5.709], [-4.578, 3.636, 6.524], [-4.828, 4.749, 6.965], [-6.350, 2.689, 7.385], [-5.839, 0.420, 6.492], [-2.218, 1.969, 4.631], [-2.728, 4.238, 5.524], [-6.316, -7.540, -4.721], [-5.131, -7.034, -5.079], [-4.078, -6.769, -4.079], [-2.994, -6.304, -4.406], [-4.383, -7.085, -2.670], [-5.568, -7.591, -2.312], [-6.621, -7.856, -3.312], [-7.705, -8.320, -2.986], [-7.099, -7.739, -5.442], [-4.891, -6.798, -6.109], [-3.600, -6.885, -1.949], [-5.808, -7.827, -1.282], [-1.066, 2.447, -3.837], [-0.940, 3.522, -4.620], [-0.870, 4.882, -4.049], [-0.756, 5.867, -4.765], [-0.943, 5.007, -2.580], [-1.070, 3.931, -1.796], [-1.140, 2.571, -2.367], [-1.253, 1.586, -1.651], [-1.120, 1.443, -4.239], [-0.884, 3.447, -5.699], [-0.890, 6.011, -2.177], [-1.126, 4.006, -0.717], [7.029, 2.834, 1.320], [8.214, 3.339, 0.962], [9.267, 3.604, 1.962], [10.350, 4.069, 1.636], [8.961, 3.288, 3.371], [7.777, 2.782, 3.729], [6.724, 2.517, 2.729], [5.640, 2.053, 3.056], [6.245, 2.634, 0.599], [8.453, 3.576, -0.068], [9.745, 3.488, 4.092], [7.537, 2.546, 4.759], [-0.766, 3.868, -10.379], [-0.640, 4.944, -11.162], [-0.570, 6.303, -10.591], [-0.456, 7.288, -11.307], [-0.643, 6.428, -9.122], [-0.770, 5.352, -8.338], [-0.840, 3.993, -8.909], [-0.953, 3.008, -8.193], [-0.820, 2.864, -10.781], [-0.584, 4.869, -12.241], [-0.590, 7.432, -8.719], [-0.826, 5.427, -7.259]],
  "mulliken_charge": [-0.63, -0.10, -0.22, -0.06, -0.04, -0.54, 0.37, -0.74, 0.33, -0.42, -0.87, -0.60, -0.52, 0.28, 0.21, 0.38, -0.22, 0.27, 0.14, 0.23, -0.28, -0.03, 0.00, 0.12, 0.30, 0.32, 0.14, 0.25, 0.27, 0.29, 0.36, 0.27, -0.06, 0.20, -0.51, -0.25, -0.09, -0.26, -0.33, -0.29, 0.48, -0.65, 0.42, 0.46, 0.49, 0.44, -0.43, -0.44, 0.32, -0.53, 0.01, -0.65, 0.32, -0.59, 0.39, 0.42, 0.50, 0.44, -0.43, -0.36, 0.50, -0.52, 0.08, -0.47, 0.36, -0.56, 0.39, 0.41, 0.17, 0.42, -0.49, -0.13, 0.61, -0.59, -0.41, -0.39, 0.17, -0.51, 0.44, 0.37, 0.42, 0.49, -0.22, -0.40, 0.36, -0.60, -0.35, -0.37, 0.25, -0.36, 0.44, 0.39, 0.38, 0.41, -0.41, -0.44, 0.30, -0.56, -0.43, -0.13, 0.52, -0.54, 0.41, 0.40, 0.44, 0.44],
  "homo_energy_ev": -4.242,
  "gap_ev": 3.70,
  "e_lumo_ev": -0.54,
  "total_charge": -1
}

---

{
  "formula": "C2H6N2O",
  "method": "ωB97M-V/def2-TZVPD",
  "symbols": ["C", "N", "C", "N", "O", "H", "H", "H", "H", "H", "H"],
  "coordinates": [[0.932, 0.626, -1.082], [1.464, 0.082, 0.183], [0.557, -0.350, 0.894], [-0.786, -0.264, 0.428], [-1.556, -0.846, 1.339], [0.327, -0.086, -1.638], [1.600, 0.942, -1.917], [0.309, 1.702, -1.137], [0.431, -0.991, 1.894], [-0.919, -0.552, -0.594], [-2.358, -0.264, 1.629]],
  "mulliken_charge": [-0.75, -0.50, 0.18, -0.10, -0.49, 0.22, 0.34, 0.24, 0.30, 0.21, 0.34],
  "homo_energy_ev": -9.167,
  "gap_ev": 9.94,
  "e_above_lowest_kj_mol": 460.35,
  "e_lumo_ev": 0.77,
  "total_charge": 0
}

---

{
  "formula": "C3H9N3S",
  "method": "ωB97M-V/def2-TZVPD",
  "symbols": ["H", "N", "C", "N", "N", "S", "C", "C", "H", "H", "H", "H", "H", "H", "H", "H"],
  "coordinates": [[1.505, -0.942, 0.306], [1.530, 0.082, 0.739], [0.941, 0.798, -0.116], [0.733, 2.162, -0.050], [0.520, 2.484, 1.491], [0.288, 0.290, -1.627], [-0.985, -0.895, -1.266], [-0.711, -1.995, -0.282], [-0.101, 2.462, -0.531], [-0.036, 1.807, 2.119], [1.585, 2.275, 2.019], [-1.811, -0.361, -0.893], [-1.445, -1.421, -2.205], [-0.104, -1.651, 0.608], [-1.698, -2.203, 0.273], [-0.210, -2.893, -0.585]],
  "mulliken_charge": [0.29, -0.73, 0.60, -0.32, -0.63, -0.23, -0.23, -1.15, 0.32, 0.27, 0.31, 0.32, 0.28, 0.32, 0.26, 0.31],
  "homo_energy_ev": -9.007,
  "gap_ev": 9.62,
  "e_above_lowest_kj_mol": 336.73,
  "e_lumo_ev": 0.61,
  "total_charge": 0
}

---

{
  "formula": "C2H3NO3",
  "method": "ωB97M-V/def2-TZVPD",
  "symbols": ["C", "C", "N", "O", "O", "O", "H", "H", "H"],
  "coordinates": [[-0.247, 0.545, -0.805], [1.053, 0.357, -0.079], [2.416, -0.078, -0.061], [3.255, 0.589, 0.498], [2.602, -1.221, -0.479], [0.529, 1.575, -0.201], [-0.230, 0.668, -1.804], [-1.171, 0.255, -0.171], [1.145, -0.663, 2.475]],
  "mulliken_charge": [-0.12, 0.08, 0.91, -0.53, -0.53, -0.31, 0.28, 0.18, 0.03],
  "homo_energy_ev": [-9.337, -11.149],
  "gap_ev": [9.71, 9.44],
  "e_above_lowest_kj_mol": 676.57,
  "e_lumo_ev": [0.37, -1.71],
  "total_charge": 0,
  "s_squared": 2.007,
  "spin_multiplicity": 3
}

---

{
  "formula": "C20H40O26S6",
  "method": "ωB97M-V/def2-TZVPD",
  "symbols": ["C", "C", "C", "O", "C", "H", "H", "H", "H", "H", "H", "H", "H", "C", "C", "C", "O", "C", "H", "H", "H", "H", "H", "H", "H", "H", "C", "C", "O", "S", "O", "O", "O", "H", "H", "H", "H", "C", "C", "O", "S", "O", "O", "O", "H", "H", "H", "H", "C", "C", "O", "S", "O", "O", "O", "H", "H", "H", "H", "C", "C", "O", "S", "O", "O", "O", "H", "H", "H", "H", "C", "C", "O", "S", "O", "O", "O", "H", "H", "H", "H", "C", "C", "O", "S", "O", "O", "O", "H", "H", "H", "H"],
  "coordinates": [[4.201, -2.707, 1.007], [3.865, -3.996, 1.762], [2.395, -4.021, 1.827], [2.093, -3.326, 0.611], [2.906, -2.212, 0.464], [4.908, -2.756, 0.178], [4.753, -1.967, 1.586], [4.257, -3.962, 2.779], [4.309, -4.871, 1.288], [1.960, -3.413, 2.620], [1.912, -4.984, 1.990], [2.558, -1.345, 1.026], [3.036, -2.056, -0.606], [-0.782, 1.297, 3.680], [-2.243, 1.463, 3.222], [-2.225, 2.675, 2.396], [-1.177, 3.434, 2.919], [-0.432, 2.760, 3.875], [-0.180, 0.864, 2.881], [-0.689, 0.639, 4.544], [-2.892, 1.602, 4.086], [-2.562, 0.555, 2.710], [-3.165, 3.223, 2.463], [-2.082, 2.484, 1.333], [-0.675, 3.001, 4.910], [0.620, 2.995, 3.712], [-3.340, -1.169, 0.181], [-2.957, -0.726, 1.610], [-3.825, 0.321, 1.906], [-4.357, 1.142, 0.558], [-3.268, 2.076, 0.194], [-5.731, 1.662, 0.719], [-4.319, -0.254, -0.338], [-3.831, -2.140, 0.243], [-2.465, -1.251, -0.463], [-1.923, -0.384, 1.646], [-3.091, -1.529, 2.334], [-2.025, 1.632, -4.649], [-0.865, 1.514, -3.713], [-1.358, 1.755, -2.393], [-2.970, 2.237, -2.421], [-3.035, 3.700, -2.503], [-3.647, 1.616, -1.312], [-3.199, 1.455, -3.828], [-2.173, 0.736, -5.252], [-2.086, 2.528, -5.267], [-0.019, 2.195, -3.813], [-0.292, 0.587, -3.702], [4.253, 1.655, -3.583], [3.356, 2.774, -3.406], [2.085, 2.446, -3.979], [1.749, 0.747, -3.654], [1.075, 0.091, -4.768], [1.351, 0.544, -2.276], [3.362, 0.532, -3.726], [4.918, 1.629, -2.719], [4.918, 1.845, -4.426], [3.769, 3.649, -3.909], [3.103, 2.997, -2.370], [-0.700, 0.514, -0.346], [0.670, 0.103, -0.857], [1.458, -0.368, 0.165], [0.687, -0.251, 1.605], [1.634, 0.192, 2.652], [0.014, -1.502, 1.873], [-0.410, 0.825, 0.979], [-1.489, -0.235, -0.419], [-1.085, 1.374, -0.894], [1.189, 0.901, -1.389], [0.503, -0.707, -1.567], [2.674, -0.814, 4.174], [2.682, 0.674, 4.435], [1.554, 0.994, 5.242], [1.019, -0.350, 6.074], [-0.429, -0.301, 6.250], [1.896, -0.563, 7.225], [1.561, -1.381, 4.872], [3.696, -1.098, 4.425], [2.535, -1.018, 3.112], [2.629, 1.123, 3.443], [3.625, 0.964, 4.897], [-2.280, -2.805, -4.892], [-3.241, -1.655, -4.599], [-2.610, -0.736, -3.694], [-1.129, -1.312, -3.170], [-0.992, -1.265, -1.669], [0.020, -0.732, -3.873], [-1.527, -2.862, -3.696], [-1.616, -2.717, -5.752], [-2.698, -3.805, -5.012], [-4.202, -2.013, -4.230], [-3.472, -1.167, -5.546]],
  "mulliken_charge": [-0.78, -0.61, -0.07, -0.51, 1.00, 0.38, 0.32, 0.31, 0.26, -0.08, 0.40, -0.25, 0.40, 1.65, -0.60, -0.67, -0.55, -0.69, -1.72, 0.21, 0.62, 0.06, 0.42, 0.41, 0.25, 0.32, -0.36, 0.51, -0.43, 1.31, -0.41, -0.72, -0.43, 0.44, 0.20, -0.61, 0.63, -0.17, 1.36, -0.42, 1.11, -0.70, -0.26, -0.38, 0.20, 0.20, 0.82, -1.83, -0.34, -0.41, -0.49, 0.55, -0.53, 0.82, -0.43, 0.28, 0.35, 0.41, 0.21, 0.59, -0.30, -0.99, 1.11, -0.06, -0.82, -0.35, -0.23, 0.56, 0.07, 0.12, 0.28, -0.46, -0.36, 1.08, -0.60, -0.60, -0.32, 0.48, -0.22, 0.20, 0.59, -0.44, -0.36, -0.15, 1.35, -1.22, -0.63, -0.52, 0.25, 0.33, 0.36, 0.30],
  "homo_energy_ev": -7.767,
  "gap_ev": 7.55,
  "e_above_lowest_kj_mol": 3381.94,
  "e_lumo_ev": -0.22,
  "total_charge": 0
}

---

no.,F_max (hartree/bohr)
1,0.187
2,0.102
3,0.106
4,0.100
5,0.339